9 unconnected molecules or ions with the total composition C20H34Cl16F3N2O5S in a non-equilibrium geometry. Source: the OMol25 dataset; level of theory: ωB97M-V/def2-TZVPD.

2S+1: 1
LUMO energy in eV: -5.35
Net charge: +1
HOMO in eV: -12.750
E_tot in eV: -253834.457
Gap between HOMO and LUMO in eV: 7.4039

```
81
Properties=species:S:1:pos:R:3:lowdin_charge:R:1
C 2.20 0.09 2.28 -0.03
C 1.60 -0.45 0.82 -0.03
N 1.99 0.21 -0.46 0.20
N 1.46 -0.29 -1.61 -0.12
O 1.86 0.35 -2.76 -0.10
C 1.33 1.72 -2.80 -0.10
C 2.55 2.79 -3.16 -0.32
C 3.49 2.03 -4.31 -0.07
O 3.44 3.07 -2.01 -0.16
C 0.54 -1.46 -1.86 0.08
C 0.05 -1.90 -3.40 -0.09
C -1.41 -1.26 -3.77 -0.07
C -2.18 -1.97 -5.03 -0.20
F -2.76 -0.91 -5.92 0.00
F -3.37 -2.76 -4.54 -0.02
F -1.34 -2.85 -5.87 0.03
C 0.04 -2.33 -0.53 -0.04
S -1.06 -3.85 -0.64 0.76
C -2.09 -4.20 0.89 -0.17
O -2.01 -3.87 -1.88 -0.38
O -0.09 -5.08 -0.81 -0.38
C 0.59 -1.78 0.95 -0.04
O 0.27 -2.40 2.24 -0.04
H 2.89 -0.76 2.76 0.05
H 1.26 0.17 3.01 0.10
H 2.80 1.10 2.19 0.08
H 0.69 2.03 -1.88 0.14
H 0.60 1.76 -3.75 0.14
H 2.16 3.81 -3.60 0.16
H 4.21 2.77 -4.87 0.10
H 4.20 1.21 -3.81 0.11
H 2.71 1.56 -5.07 0.09
H 3.29 4.01 -1.65 0.03
H 0.87 -1.61 -4.21 0.15
H -0.05 -3.09 -3.43 0.14
H -1.30 -0.10 -4.02 0.14
H -2.11 -1.30 -2.81 0.14
H -2.66 -5.24 0.75 0.13
H -2.92 -3.38 1.07 0.01
H -1.43 -4.35 1.87 0.10
H -0.71 -2.32 2.44 0.13
C -6.32 -3.63 -3.38 -1.00
Cl -7.11 -4.89 -2.41 0.53
Cl -6.32 -2.08 -2.54 0.54
H -5.29 -3.93 -3.59 0.01
H -6.87 -3.52 -4.32 0.04
C -6.16 -3.24 0.79 -1.04
Cl -7.69 -3.24 1.68 0.54
Cl -4.98 -2.16 1.55 0.53
H -5.75 -4.25 0.77 0.03
H -6.34 -2.90 -0.23 -0.07
C -3.57 1.60 1.55 -0.99
Cl -2.22 0.70 0.84 0.48
Cl -3.33 1.85 3.28 0.54
H -3.65 2.57 1.05 0.02
H -4.49 1.03 1.40 0.02
C -2.13 0.75 6.38 -1.06
Cl -0.79 -0.15 5.67 0.48
Cl -1.89 1.00 8.11 0.53
H -2.21 1.72 5.88 -0.01
H -3.06 0.18 6.23 0.03
C 4.12 4.13 1.93 -1.04
Cl 3.04 4.52 0.59 0.58
Cl 3.27 4.20 3.48 0.52
H 4.52 3.12 1.79 0.02
H 4.95 4.84 1.95 -0.10
C -0.76 4.20 1.96 -1.03
Cl -1.16 4.24 0.24 0.49
Cl -2.00 5.04 2.91 0.52
H -0.70 3.16 2.29 0.00
H 0.20 4.70 2.12 0.00
C 3.52 -3.86 3.25 -1.02
Cl 3.66 -4.25 4.97 0.53
Cl 4.73 -2.67 2.77 0.52
H 3.67 -4.78 2.67 0.04
H 2.52 -3.46 3.06 0.00
C 7.50 6.15 0.82 -0.98
Cl 6.26 6.83 1.89 0.56
Cl 7.36 4.39 0.74 0.54
H 7.37 6.57 -0.18 0.04
H 8.49 6.41 1.21 0.04
```

=====

C4H4N4 in the gas phase in a non-equilibrium geometry. Source: the OMol25 dataset; level of theory: ωB97M-V/def2-TZVPD.

2S+1: 1
LUMO energy in eV: 0.20
HOMO in eV: -9.680
E_tot in eV: -10167.925
Energy above the lowest of the compared OMol25 structures with the same formula, charge and spin in kcal per mole: 113.3
Gap between HOMO and LUMO in eV: 9.8764

```
12
Properties=species:S:1:pos:R:3:nbo_charge:R:1
N 1.85 1.95 0.79 -0.26
C 1.84 0.99 0.01 0.23
C 1.32 0.14 -0.97 -0.37
N -0.05 0.03 -0.20 -0.19
C -0.37 -0.19 1.00 -0.06
C -1.55 -0.90 0.88 -0.13
N -1.99 -1.16 -0.36 -0.17
N -0.92 -0.72 -1.05 -0.12
H 1.78 -0.82 -1.50 0.29
H 0.70 0.56 -1.89 0.31
H 0.23 0.21 1.95 0.27
H -2.30 -0.96 1.71 0.21
```

=====

2 unconnected molecules or ions with the total composition C2H2Cl4 in a non-equilibrium geometry. Source: the OMol25 dataset; level of theory: ωB97M-V/def2-TZVPD.

2S+1: 1
LUMO energy (alpha / beta) in eV: -0.96 / -0.59
HOMO (alpha / beta) in eV: -8.672 / -8.928
E_tot in eV: -52192.012
Energy above the lowest of the compared OMol25 structures with the same formula, charge and spin in kcal per mole: 88.9
Gap between HOMO and LUMO (alpha / beta) in eV: 7.7147 / 8.3413

```
8
Properties=species:S:1:pos:R:3:nbo_charge:R:1
C -1.11 0.08 0.49 -0.35
C 1.48 0.20 -0.73 -0.31
Cl -2.12 0.68 -0.79 0.01
Cl -1.17 -1.58 0.65 0.09
Cl 2.28 0.87 0.55 0.07
Cl 1.54 -1.53 -0.84 0.02
H -1.25 0.71 1.52 0.24
H 0.35 0.56 -0.85 0.23
```

=====

C5H5Cl2NO4S2 in the gas phase in a non-equilibrium geometry. Source: the OMol25 dataset; level of theory: ωB97M-V/def2-TZVPD.

2S+1: 1
LUMO energy in eV: -2.06
HOMO in eV: -9.809
E_tot in eV: -61655.031
Energy above the lowest of the compared OMol25 structures with the same formula, charge and spin in kcal per mole: 0.0
Gap between HOMO and LUMO in eV: 7.7465

```
19
Properties=species:S:1:pos:R:3:nbo_charge:R:1
C -0.44 -0.52 2.90 -0.34
C -0.13 0.74 2.51 -0.30
C -1.14 -1.33 2.12 0.04
C -0.31 1.13 1.12 0.28
C -0.93 -0.70 -2.30 -0.88
N -0.86 0.25 0.31 -0.75
O -0.38 -3.73 2.12 -0.87
O -1.15 -2.94 -0.02 -0.88
O -3.00 0.26 -1.08 -0.90
O -1.23 1.86 -1.67 -0.93
S -0.42 -2.65 1.13 2.02
S -1.60 0.52 -1.24 2.29
Cl 0.24 2.63 0.50 0.10
Cl 1.47 -2.07 0.61 -0.20
H -0.20 -0.55 3.91 0.31
H 0.33 1.46 3.06 0.23
H -1.53 -1.13 -3.01 0.27
H -0.08 -0.37 -2.87 0.25
H -0.66 -1.39 -1.59 0.26
```

=====

2 unconnected molecules or ions with the total composition C25H24Br2O4S in a non-equilibrium geometry. Source: the OMol25 dataset; level of theory: ωB97M-V/def2-TZVPD.

2S+1: 1
LUMO energy in eV: -0.87
HOMO in eV: -7.376
E_tot in eV: -185419.106
Energy above the lowest of the compared OMol25 structures with the same formula, charge and spin in kcal per mole: 31.7
Gap between HOMO and LUMO in eV: 6.5035

```
56
Properties=species:S:1:pos:R:3:nbo_charge:R:1
C 0.23 1.86 -7.36 -0.26
O 1.03 1.65 -6.17 -0.50
C 0.44 1.44 -4.96 0.33
C 1.31 1.47 -3.84 -0.25
C 0.79 1.47 -2.56 -0.17
C -0.59 1.31 -2.35 -0.18
C -1.10 1.33 -0.92 0.51
C -1.77 0.17 -0.28 -0.82
S -3.08 0.63 0.79 0.89
C -3.80 2.22 0.44 -0.78
C -4.48 -0.42 0.30 -0.75
O -0.86 2.31 -0.20 -0.65
C -1.44 1.20 -3.46 -0.11
C -0.96 1.30 -4.76 -0.34
H 0.99 2.01 -8.14 0.21
H -0.41 0.99 -7.58 0.18
H -0.43 2.74 -7.27 0.18
H 2.38 1.57 -4.02 0.23
H 1.44 1.58 -1.70 0.23
H -2.08 -0.66 -0.93 0.23
H -4.36 2.46 1.35 0.25
H -2.99 2.96 0.39 0.29
H -4.44 2.16 -0.45 0.23
H -5.06 -0.61 1.23 0.26
H -5.09 0.12 -0.47 0.24
H -4.13 -1.42 -0.05 0.26
H -2.51 1.03 -3.28 0.20
H -1.65 1.30 -5.62 0.22
C 6.29 -0.48 2.57 -0.26
O 5.48 -0.11 1.42 -0.49
C 4.12 -0.17 1.53 0.35
C 3.45 -0.37 2.75 -0.34
C 2.08 -0.53 2.74 -0.07
C 1.31 -0.47 1.52 -0.17
C -0.11 -0.70 1.52 -0.05
C -0.67 -1.56 2.47 -0.09
C -2.03 -1.40 2.94 -0.20
C -2.57 -2.14 3.96 -0.18
Br -4.37 -1.90 4.47 0.06
C -1.79 -3.15 4.71 0.42
O -2.25 -3.75 5.69 -0.56
C -0.44 -3.39 4.14 -0.20
Br 0.58 -4.71 4.96 0.09
C 0.04 -2.66 3.10 -0.20
C 2.02 -0.19 0.32 -0.15
C 3.38 -0.01 0.33 -0.26
H 7.32 -0.41 2.22 0.21
H 6.12 0.21 3.41 0.18
H 6.08 -1.50 2.91 0.19
H 4.03 -0.40 3.67 0.23
H 1.57 -0.70 3.69 0.21
H -0.77 -0.22 0.75 0.26
H -2.67 -0.60 2.53 0.20
H 1.06 -2.90 2.76 0.23
H 1.47 -0.16 -0.63 0.22
H 3.92 0.23 -0.57 0.23
```

=====

A molecular structure, C55H46N4O4P2S4Sc in a non-equilibrium geometry. Source: the OMol25 dataset; level of theory: ωB97M-V/def2-TZVPD.

2S+1: 1
LUMO energy in eV: -2.54
Net charge: +1
HOMO in eV: -8.738
E_tot in eV: -154550.964
Energy above the lowest of the compared OMol25 structures with the same formula, charge and spin in kcal per mole: 0.0
Gap between HOMO and LUMO in eV: 6.1940

```
116
Properties=species:S:1:pos:R:3:lowdin_charge:R:1
Sc 0.92 0.21 0.84 0.46
O 5.90 0.33 5.76 -0.05
C 5.05 0.25 4.92 -1.01
S 5.38 0.04 3.19 0.96
C 3.71 0.00 2.66 -1.13
C 2.76 0.09 3.61 -1.13
S 1.04 0.08 3.35 0.59
S 3.31 0.28 5.26 0.97
S 3.44 -0.11 0.95 0.55
O 1.50 2.49 -1.54 -0.06
C 1.89 2.04 -2.78 -0.26
C 2.76 2.73 -3.61 -0.01
C 3.04 2.22 -4.87 -0.05
C 2.46 1.04 -5.30 -0.06
C 1.67 0.31 -4.43 -0.06
C 1.41 0.79 -3.15 -0.28
P 0.67 -0.28 -1.86 1.11
C -1.06 -0.46 -2.39 -0.34
C -1.83 -1.57 -2.04 -0.11
C -3.18 -1.63 -2.36 -0.08
C -3.78 -0.56 -3.01 -0.08
C -3.03 0.56 -3.34 -0.07
C -1.68 0.61 -3.03 -0.07
C 1.56 -1.80 -2.35 -0.37
C 2.94 -1.74 -2.17 -0.12
C 3.75 -2.81 -2.54 -0.05
C 3.18 -3.95 -3.09 -0.07
C 1.81 -4.00 -3.29 -0.07
C 1.00 -2.93 -2.94 -0.08
C 1.15 3.82 -1.33 -0.24
C 0.92 4.75 -2.34 -0.01
C 0.63 6.06 -2.02 -0.06
C 0.54 6.46 -0.69 -0.06
C 0.69 5.51 0.31 -0.07
C 0.96 4.18 0.00 -0.27
P 0.97 2.91 1.32 1.09
C -0.57 3.38 2.19 -0.36
C -0.67 3.26 3.58 -0.12
C -1.85 3.63 4.21 -0.07
C -2.93 4.09 3.48 -0.09
C -2.85 4.17 2.10 -0.09
C -1.67 3.81 1.46 -0.09
C 2.32 3.54 2.37 -0.34
C 3.62 3.15 2.02 -0.11
C 4.70 3.61 2.75 -0.07
C 4.51 4.48 3.81 -0.06
C 3.23 4.89 4.14 -0.06
C 2.14 4.43 3.42 -0.09
H 3.23 3.65 -3.28 0.13
H 3.71 2.76 -5.53 0.12
H 2.66 0.66 -6.30 0.11
H 1.28 -0.66 -4.73 0.12
H -1.37 -2.40 -1.51 0.08
H -3.76 -2.50 -2.11 0.11
H -4.83 -0.61 -3.27 0.11
H -3.50 1.40 -3.85 0.11
H -1.11 1.49 -3.30 0.11
H 3.39 -0.85 -1.74 0.07
H 4.82 -2.74 -2.40 0.12
H 3.80 -4.78 -3.37 0.11
H 1.37 -4.88 -3.75 0.09
H -0.06 -2.96 -3.15 0.09
H 0.97 4.46 -3.38 0.11
H 0.47 6.77 -2.81 0.11
H 0.33 7.49 -0.44 0.11
H 0.57 5.80 1.35 0.12
H 0.16 2.88 4.15 0.09
H -1.92 3.55 5.29 0.11
H -3.84 4.39 3.99 0.11
H -3.68 4.54 1.52 0.11
H -1.61 3.89 0.38 0.11
H 3.77 2.48 1.19 0.05
H 5.70 3.29 2.49 0.11
H 5.36 4.83 4.39 0.11
H 3.08 5.58 4.97 0.11
H 1.15 4.77 3.69 0.09
O -1.82 0.58 2.80 0.01
C -1.96 0.09 1.67 -0.57
O -1.15 0.14 0.70 -0.13
C -3.32 -0.64 1.46 -0.15
N -3.95 -0.65 2.82 0.08
C -5.29 0.00 2.73 -0.10
C -5.11 0.99 1.60 -0.13
C -4.26 0.21 0.59 -0.10
H -3.18 -1.64 1.07 0.14
H -3.21 -0.02 3.31 0.16
H -3.97 -1.56 3.27 0.18
H -5.55 0.45 3.69 0.14
H -6.04 -0.76 2.48 0.14
H -4.56 1.86 1.95 0.10
H -6.06 1.32 1.18 0.13
H -3.68 0.86 -0.07 0.13
H -4.88 -0.43 -0.04 0.12
C 1.74 -4.45 0.48 -0.01
C 1.78 -3.07 0.62 -0.13
N 0.68 -2.32 0.76 0.02
C -0.48 -2.96 0.82 -0.10
C -0.64 -4.33 0.69 -0.19
C 0.52 -5.09 0.51 0.01
C -1.98 -4.93 0.84 -0.05
C -2.48 -5.99 0.19 -0.02
C -1.89 -6.69 -0.97 -0.29
C -1.42 -6.02 -2.09 0.00
C -0.99 -6.80 -3.15 -0.13
N -0.99 -8.13 -3.10 0.09
C -1.45 -8.67 -1.98 -0.19
N -1.92 -8.03 -0.92 0.13
H 2.66 -5.01 0.37 0.12
H 2.73 -2.55 0.64 0.05
H -1.35 -2.34 0.97 0.08
H 0.46 -6.17 0.45 0.13
H -2.60 -4.48 1.60 0.11
H -3.43 -6.39 0.51 0.12
H -1.42 -4.94 -2.15 0.10
H -0.65 -6.36 -4.08 0.11
H -1.45 -9.76 -1.93 0.11
```